{"formula": "C35H52AsP3RuSe", "method": "ωB97M-V with the def2-TZVPD basis set", "lumo_ev": [-13.3, -14.5], "multiplicity": 5, "mol_weight_g_mol": 820.675, "fmax_ha_per_bohr": 0.0841, "de_lowest_ev": 2.201, "total_energy_ha": -7119.39198, "charge": 4, "elements": ["Ru", "P", "P", "P", "H", "C", "C", "H", "C", "C", "C", "C", "C", "C", "C", "C", "C", "H", "H", "H", "H", "H", "H", "H", "H", "H", "H", "H", "H", "H", "H", "H", "H", "H", "H", "H", "H", "H", "H", "H", "H", "H", "H", "H", "H", "H", "C", "C", "C", "C", "C", "C", "Se", "H", "H", "H", "H", "H", "H", "C", "C", "C", "C", "C", "C", "As", "C", "C", "C", "C", "C", "C", "C", "C", "C", "C", "C", "C", "H", "H", "H", "H", "H", "H", "H", "H", "H", "H", "H", "H", "H", "H", "H"], "xyz": [[-0.998, -1.057, -1.830], [-2.404, -1.042, -0.021], [0.044, -2.905, -1.310], [-2.606, -1.466, -3.249], [-2.816, 2.971, 1.295], [-1.870, 3.092, 0.736], [-2.024, 3.936, -0.466], [-3.015, 4.287, -0.743], [-1.628, -0.552, 1.561], [-3.173, -2.635, 0.494], [-3.834, 0.100, -0.108], [1.731, -3.135, -2.007], [0.436, -3.227, 0.455], [-0.878, -4.370, -1.887], [-3.349, 0.140, -3.727], [-4.059, -2.492, -2.807], [-2.153, -2.184, -4.866], [-1.029, 3.355, 1.402], [-1.143, 4.119, -1.084], [-1.397, 0.520, 1.570], [-0.689, -1.101, 1.704], [-2.281, -0.773, 2.418], [-2.423, -3.421, 0.635], [-3.906, -2.984, -0.238], [-3.684, -2.474, 1.454], [-3.503, 1.137, -0.246], [-4.403, 0.045, 0.831], [-4.508, -0.158, -0.931], [2.126, -4.113, -1.694], [2.389, -2.341, -1.627], [1.705, -3.083, -3.103], [1.094, -4.105, 0.526], [-0.456, -3.410, 1.064], [0.977, -2.360, 0.861], [-0.182, -5.219, -1.923], [-1.273, -4.178, -2.893], [-1.709, -4.594, -1.206], [-4.090, -0.019, -4.522], [-2.565, 0.818, -4.088], [-3.838, 0.599, -2.860], [-4.670, -2.653, -3.706], [-4.673, -1.997, -2.047], [-3.727, -3.468, -2.430], [-3.044, -2.210, -5.509], [-1.769, -3.203, -4.740], [-1.373, -1.566, -5.332], [0.065, 1.298, -4.143], [-0.483, 2.280, -3.308], [-0.741, 3.560, -3.805], [-0.391, 3.881, -5.120], [0.201, 2.917, -5.949], [0.428, 1.631, -5.467], [0.425, -0.480, -3.516], [-1.612, 2.056, 0.285], [-0.706, 2.032, -2.271], [-1.206, 4.298, -3.151], [-0.566, 4.889, -5.496], [0.488, 3.163, -6.973], [0.891, 0.869, -6.086], [2.234, 5.078, 3.868], [3.242, 4.368, 3.212], [3.010, 3.061, 2.765], [1.772, 2.461, 3.017], [0.743, 3.184, 3.645], [0.980, 4.492, 4.077], [1.359, 0.643, 2.398], [3.081, 0.086, 1.632], [3.184, 0.095, 0.228], [4.385, -0.289, -0.373], [5.467, -0.695, 0.418], [5.351, -0.722, 1.809], [4.153, -0.333, 2.423], [1.527, -0.345, 4.099], [1.502, -1.750, 4.038], [1.521, -2.495, 5.223], [1.568, -1.843, 6.462], [1.597, -0.445, 6.517], [1.573, 0.310, 5.337], [2.421, 6.094, 4.215], [4.216, 4.827, 3.039], [3.781, 2.509, 2.232], [-0.232, 2.719, 3.807], [0.183, 5.047, 4.575], [2.328, 0.402, -0.379], [4.475, -0.266, -1.461], [6.403, -0.991, -0.056], [6.187, -1.046, 2.430], [4.053, -0.366, 3.507], [1.479, -2.263, 3.074], [1.497, -3.586, 5.175], [1.580, -2.425, 7.385], [1.635, 0.069, 7.479], [1.592, 1.398, 5.376]], "mulliken_charge": [0.6057, 0.3938, 0.9374, 0.4840, 0.4058, 0.0637, -1.1800, 0.3396, -0.0011, -1.3586, -1.0195, -1.3810, -0.6415, -1.2939, -0.8423, -1.2774, -1.1365, 0.2937, 0.5728, -0.0444, -0.2141, 0.5132, 0.2715, 0.3376, 0.5333, 0.1743, 0.4946, 0.4364, 0.5726, 0.3459, 0.5128, 0.6254, 0.6202, -0.5285, 0.5140, 0.2306, 0.3347, 0.5035, 0.2352, 0.2730, 0.5678, 0.4252, 0.3707, 0.5477, 0.3686, 0.3982, 0.3347, 0.3939, -0.3527, -0.6310, -0.7434, -0.5169, -0.0819, -0.5976, 0.1073, 0.3431, 0.4564, 0.4337, 0.5047, -0.5933, -0.6928, -0.5400, 0.2850, -0.4758, -0.7347, 0.9047, 0.0786, -0.6721, -0.5510, -0.6373, -0.6449, -0.1627, -0.1073, 0.2622, -0.5385, -0.6593, -0.5780, 0.1438, 0.4177, 0.4398, 0.4033, 0.5930, 0.4553, 0.4521, 0.4953, 0.4306, 0.4447, 0.5155, 0.3517, 0.4630, 0.4403, 0.4815, 0.4946]}



{"formula": "C35H52BeBrN3OP2", "method": "ωB97M-V with the def2-TZVPD basis set", "lumo_ev": [-9.6, -9.5], "mol_weight_g_mol": 681.685, "fmax_ha_per_bohr": 0.0677, "de_lowest_ev": 1.472, "total_energy_ha": -4875.11693, "charge": 2, "elements": ["C", "C", "C", "C", "N", "C", "C", "C", "C", "C", "C", "C", "C", "C", "Be", "P", "H", "H", "H", "H", "H", "H", "H", "H", "C", "C", "H", "H", "H", "H", "H", "C", "C", "H", "H", "H", "H", "H", "C", "C", "H", "H", "H", "H", "H", "Br", "P", "C", "C", "H", "H", "H", "H", "H", "C", "C", "H", "H", "H", "H", "H", "C", "C", "H", "H", "H", "H", "H", "C", "C", "N", "C", "C", "C", "O", "C", "C", "C", "C", "N", "C", "H", "H", "H", "H", "H", "H", "H", "H", "H", "H", "H", "H", "H", "H"], "xyz": [[2.066, -4.220, -3.360], [2.576, -3.665, -2.162], [3.962, -3.348, -2.152], [4.745, -3.604, -3.287], [4.210, -4.125, -4.387], [2.929, -4.460, -4.439], [1.736, -3.368, -1.026], [1.076, -3.150, -0.027], [0.498, -3.078, 1.253], [-0.894, -2.912, 1.393], [-1.364, -2.232, 2.520], [-0.409, -1.554, 3.255], [0.883, -2.047, 3.382], [1.297, -2.988, 2.419], [-1.171, -0.017, 3.436], [0.869, 0.648, -1.354], [4.415, -2.833, -1.305], [1.003, -4.389, -3.482], [5.825, -3.362, -3.296], [2.551, -4.915, -5.376], [2.254, -3.472, 2.445], [-1.593, -3.211, 0.597], [1.626, -1.667, 4.078], [-2.451, -2.095, 2.640], [0.395, 2.334, -1.976], [1.123, 2.896, -3.191], [0.547, 2.995, -1.104], [-0.692, 2.297, -2.157], [0.780, 3.926, -3.349], [2.210, 2.932, -3.055], [0.897, 2.345, -4.112], [2.631, 0.400, -1.868], [2.945, -0.019, -3.300], [2.990, -0.383, -1.178], [3.176, 1.323, -1.612], [4.031, -0.162, -3.395], [2.478, -0.978, -3.560], [2.661, 0.737, -4.045], [-0.104, -0.521, -2.409], [-0.351, -0.105, -3.857], [-1.068, -0.649, -1.885], [0.411, -1.493, -2.342], [-0.969, -0.875, -4.336], [-0.894, 0.845, -3.930], [0.576, -0.031, -4.441], [-1.502, 1.335, 5.053], [2.200, 1.926, 1.836], [3.211, 2.968, 0.739], [3.782, 4.195, 1.425], [2.521, 3.246, -0.082], [3.985, 2.320, 0.300], [4.296, 4.794, 0.668], [2.991, 4.815, 1.861], [4.514, 3.928, 2.198], [1.643, 3.013, 3.236], [2.500, 3.130, 4.496], [0.652, 2.615, 3.525], [1.459, 4.018, 2.834], [1.937, 3.681, 5.262], [2.743, 2.148, 4.913], [3.423, 3.704, 4.339], [3.217, 0.623, 2.631], [4.644, 1.038, 2.979], [3.218, -0.220, 1.919], [2.684, 0.265, 3.527], [5.195, 0.154, 3.332], [5.187, 1.430, 2.107], [4.678, 1.772, 3.800], [-5.694, -3.023, -1.649], [-6.151, -2.259, -0.435], [-5.538, -0.891, -0.347], [-6.535, 0.199, -0.100], [-6.829, 0.508, 1.356], [-4.188, -0.865, -0.107], [-3.509, -1.903, -0.205], [-3.462, 0.374, 0.329], [-3.826, 1.737, 0.306], [-2.969, 2.613, 0.994], [-1.948, 2.082, 1.789], [-1.818, 0.745, 2.010], [-2.236, 0.047, 0.912], [-5.880, -2.445, -2.556], [-6.278, -3.941, -1.691], [-4.635, -3.260, -1.555], [-7.230, -2.078, -0.447], [-5.875, -2.794, 0.493], [-6.222, 1.092, -0.653], [-7.456, -0.169, -0.578], [-5.921, 0.567, 1.962], [-7.344, 1.472, 1.397], [-7.497, -0.253, 1.773], [-4.704, 2.074, -0.262], [-3.109, 3.692, 0.927], [-1.202, 2.718, 2.260], [-1.534, -0.690, 0.517]], "mulliken_charge": [-0.1565, 0.5658, -0.3589, -0.4044, -0.5454, -0.4165, -0.3558, -0.0880, 0.2334, -0.8943, -0.6003, 0.0363, 0.0617, -0.8882, -0.3475, 0.8488, 0.4560, 0.4921, 0.3705, 0.3617, 0.5300, 0.6133, 0.8089, 0.6672, -0.8861, -1.4827, 0.5854, 0.6594, 0.4525, 0.2916, 0.2958, -0.0098, -1.4712, 0.3369, 0.3413, 0.4439, 0.2418, 0.2810, 0.4428, -1.5168, 0.1340, -0.2208, 0.4670, 0.3429, 0.2664, -0.4388, 1.2312, -0.4100, -1.3938, 0.2051, 0.4485, 0.4503, 0.3380, 0.2730, -0.0774, -1.4021, -0.3208, 0.5217, 0.4262, 0.2799, 0.2882, -0.4910, -1.3076, 0.4921, 0.2772, 0.4268, 0.3151, 0.2424, -1.1540, -0.4248, 0.2497, -0.8063, -0.8828, -0.3026, -0.5303, 0.1847, 0.3776, -1.3347, 0.0831, 0.0052, 0.0979, 0.2956, 0.4214, 0.2223, 0.4933, 0.2604, 0.2847, 0.5041, 0.2218, 0.3342, 0.3627, 0.4163, 0.4745, 0.5028, 0.2835]}